Entry 1:
Below is a structure of composition C23H27CeN7Se3Te, with properties calculated with ωB97M-V with the def2-TZVPD basis set.

Geometry as XYZ:
```
62
C23H27CeN7Se3Te (ωB97M-V with the def2-TZVPD basis set)
Ce 0.0000 0.0000 0.0000
C 0.7943 -4.2125 -4.0051
C 1.4945 -3.4207 -3.0990
C 0.8088 -2.4934 -2.3095
C -0.5808 -2.3392 -2.4085
C -1.2687 -3.1468 -3.3280
C -0.5871 -4.0765 -4.1206
N -1.1804 -1.3766 -1.5687
N -2.4191 -1.2853 -1.7020
C -3.0522 -0.3247 -0.8704
C -4.4343 -0.1979 -0.9948
C -5.1161 0.7273 -0.2068
C -4.4015 1.5079 0.6909
C -3.0314 1.3290 0.7619
N -2.3482 0.4399 0.0096
H 1.3245 -4.9346 -4.6207
H 2.5724 -3.5214 -3.0037
H 1.3622 -1.8779 -1.6036
H -2.3461 -3.0599 -3.4370
H -1.1375 -4.6927 -4.8268
H -4.9732 -0.8184 -1.7030
H -6.1933 0.8349 -0.2952
H -4.8981 2.2380 1.3202
H -2.4248 1.9141 1.4473
Se 2.8521 -0.6290 0.1092
Se 4.3934 -2.4109 -0.2200
Te 3.1860 -3.6538 1.6661
Se 1.0209 -2.6279 0.7323
C 2.9126 1.4201 3.3346
C 2.8619 2.8035 3.2714
C 2.0390 3.4198 2.3254
C 1.2727 2.6422 1.4497
N 1.3327 1.2816 1.5234
C 2.1346 0.7074 2.4452
C 0.3660 3.2254 0.4077
C 0.2013 4.6015 0.2139
C -0.6629 5.0701 -0.7788
C -1.3532 4.1633 -1.5670
C -1.1497 2.8194 -1.3287
N -0.3200 2.3443 -0.3756
H 3.5402 0.9103 4.0560
H 3.4577 3.4049 3.9523
H 2.0186 4.5023 2.2980
H 2.1306 -0.3786 2.4445
H 0.7281 5.3320 0.8152
H -0.7924 6.1380 -0.9313
H -2.0311 4.4929 -2.3456
H -1.6611 2.0597 -1.9123
N 1.4833 2.2871 -4.3429
C 2.3662 1.4594 -3.4793
C 1.6429 1.1239 -2.1662
N 0.3095 0.5688 -2.3329
H 1.9359 2.5197 -5.2358
H 1.2236 3.1667 -3.8788
H 0.6166 1.7761 -4.5502
H 3.2786 2.0351 -3.3007
H 2.6026 0.5559 -4.0493
H 1.5641 2.0296 -1.5540
H 2.2546 0.4155 -1.5974
H 0.2605 -0.3001 -2.9131
H -0.4448 1.2331 -2.6172
H -1.4388 -0.7625 1.4408
```

energy above the lowest of the compared OMol25 structures with the same formula, charge and spin	13.1	kcal per mole
HOMO-LUMO gap (alpha / beta)	4.20 / 4.22	eV
total charge	+2
largest force on an atom	0.1014	Eh/bohr

Mulliken population analysis, charges in e, atoms 1 to 5: Ce 0.164; C -0.493; C -1.376; C 0.926; C 0.473

---

Entry 2:
Below is a cluster of 2 separate species, CH8BrNSi2 in total, with properties calculated with ωB97M-V with the def2-TZVPD basis set.

Geometry as XYZ:
```
13
CH8BrNSi2 (ωB97M-V with the def2-TZVPD basis set)
Si 0.6850 2.3302 0.1847
N 0.7612 1.1029 -1.1037
C 1.3305 0.0423 -1.1458
Br 2.9363 -0.3314 -0.0856
H 1.5075 3.4793 0.0981
H -0.7733 2.2752 0.2192
H 1.2801 1.7899 1.3817
H 0.8382 -0.9483 -1.4185
Si -0.9757 -2.0268 0.1190
H -0.7039 -1.0156 -1.0819
H -1.9864 -2.9291 -0.5279
H 0.2550 -2.8493 0.0191
H -1.0707 -1.4097 1.3920
```

energy above the lowest of the compared OMol25 structures with the same formula, charge and spin	53.6	kcal per mole
HOMO-LUMO gap	10.13	eV
largest force on an atom	0.0715	Eh/bohr
SMILES	[SiH3]/N=C\Br.[SiH4]

natural (NBO) population analysis, charges in e, atoms 1 to 5: Si 1.052; N -0.807; C 0.136; Br -0.106; H -0.163

---

Entry 3:
Below is the ion C2H7N2S3 with charge +1, with properties calculated with ωB97M-V with the def2-TZVPD basis set.

Geometry as XYZ:
```
14
C2H7N2S3 (ωB97M-V with the def2-TZVPD basis set)
C 0.5422 -0.8231 -1.1797
C -1.4903 0.5606 0.1064
N 0.5815 -0.6910 1.4046
N -0.7379 1.6945 -0.2797
S -1.1040 -0.9638 -1.1235
S -0.8895 0.0191 1.7898
S 1.6960 -1.9228 -1.8813
H 1.0042 0.0484 -0.8029
H -2.5655 0.5280 0.0980
H 0.5359 -1.7228 1.6428
H -1.0920 2.4728 -0.8772
H -0.2893 2.0178 0.5948
H 1.1619 -0.2212 2.0047
H 2.6468 -0.9966 -1.4967
```

energy above the lowest of the compared OMol25 structures with the same formula, charge and spin	17.5	kcal per mole
HOMO-LUMO gap	8.32	eV
total charge	+1
largest force on an atom	0.0650	Eh/bohr

natural (NBO) population analysis, charges in e, atoms 1 to 5: C -0.410; C -0.210; N -0.969; N -0.869; S 0.463

---

Entry 4:
Below is a structure of composition C17H26MnN3O2S, with properties calculated with ωB97M-V with the def2-TZVPD basis set.

Geometry as XYZ:
```
50
C17H26MnN3O2S (ωB97M-V with the def2-TZVPD basis set)
Mn -1.4789 -0.1827 1.8710
N -2.2550 -2.0600 5.4250
C -2.0484 -1.7576 4.1628
O -2.0488 -0.5624 3.7692
C -1.7822 -2.8210 3.1328
C -1.8604 -2.1674 1.7536
H -2.4094 -1.3262 6.1010
H -2.2393 -3.0107 5.7560
H -2.4884 -3.6489 3.2260
H -0.7807 -3.2195 3.3129
H -2.9136 -2.0094 1.4644
H -1.3736 -2.7825 1.0024
C -1.3950 0.1466 -4.6006
C -1.4870 0.8147 -3.2631
C -0.6485 1.8768 -2.9309
C -0.7638 2.5283 -1.7102
C -1.7203 2.1029 -0.8055
C -2.5666 1.0389 -1.1090
C -2.4458 0.4043 -2.3309
S -1.8431 2.8828 0.8057
C -3.5281 3.5110 0.7477
O -1.9168 1.6831 1.7670
H -0.4442 0.3548 -5.0871
H -2.1908 0.5156 -5.2516
H -1.5190 -0.9326 -4.5190
H 0.0986 2.2039 -3.6434
H -0.1125 3.3614 -1.4714
H -3.3374 0.7244 -0.4110
H -3.1229 -0.4035 -2.5806
H -4.2126 2.7654 0.3538
H -3.5094 4.3920 0.1052
H -3.8003 3.7998 1.7619
N 0.2636 -0.2554 1.0617
C 1.3910 -0.1993 0.7715
N 2.6199 -0.1322 0.4258
C 3.6167 -1.1245 0.8887
C 4.2665 -1.8001 -0.3136
C 4.8366 -0.7604 -1.2799
C 3.7476 0.2189 -1.7207
C 3.1205 0.8981 -0.5083
H 3.1238 -1.8467 1.5370
H 4.3662 -0.5845 1.4715
H 3.5258 -2.4190 -0.8267
H 5.0552 -2.4594 0.0495
H 5.2607 -1.2597 -2.1498
H 5.6476 -0.2112 -0.7933
H 2.9714 -0.3126 -2.2781
H 4.1626 0.9877 -2.3732
H 2.2967 1.5518 -0.7906
H 3.8715 1.4861 0.0239
```

energy above the lowest of the compared OMol25 structures with the same formula, charge and spin	6.4	kcal per mole
HOMO-LUMO gap (alpha / beta)	7.71 / 8.89	eV
total charge	+2
largest force on an atom	0.0199	Eh/bohr
2S+1	5

natural (NBO) population analysis, charges in e, atoms 1 to 5: Mn 1.609; N -0.722; C 0.712; O -0.716; C -0.540

---

Entry 5:
Below is a cluster of 2 separate species, C4H8N2 in total, with properties calculated with ωB97M-V with the def2-TZVPD basis set.

Geometry as XYZ:
```
14
C4H8N2 (ωB97M-V with the def2-TZVPD basis set)
C 1.8374 -0.0136 0.4435
N 0.4178 -0.3152 0.5805
C -0.4149 0.3632 -0.3862
C -2.3938 -1.4133 -0.1991
C -0.3551 1.8435 -0.3245
N -0.2527 2.9925 -0.2347
H 2.1925 -0.3858 -0.5240
H 2.3850 -0.5425 1.2275
H 2.0744 1.0601 0.5085
H 0.1000 -0.0855 1.5170
H -0.1328 0.0566 -1.3993
H -1.4912 0.0894 -0.2192
H -2.1069 -1.7540 -1.2181
H -1.6973 -1.9938 0.4427
```

energy above the lowest of the compared OMol25 structures with the same formula, charge and spin	123.8	kcal per mole
HOMO-LUMO gap	8.44	eV
largest force on an atom	0.0217	Eh/bohr

natural (NBO) population analysis, charges in e, atoms 1 to 5: C -0.423; N -0.604; C -0.299; C -0.259; C 0.248